Molecular formula: C33H37BCl64N5O7P2
Method: DFT, ωB97M-V with the def2-TZVPD basis set

Element x y z (Å)
C  -0.2193  -3.2126  3.2281
C  0.9063  -2.0429  2.8633
P  -0.0182  -0.3615  2.5546
C  -0.3138  0.3089  4.3491
C  1.1196  0.8637  1.6280
C  1.9286  -0.0362  0.5065
N  2.7111  0.8095  -0.4629
B  3.8990  1.5099  0.1447
C  5.4009  1.1076  -0.4852
O  3.9038  2.5354  1.2028
C  1.6957  1.7426  -1.0798
N  1.7629  1.8453  -2.4767
C  2.8159  1.0777  -3.3029
C  2.2898  0.9594  -4.8866
C  1.7896  -0.5820  -5.2310
C  0.2288  -0.6464  -5.7274
O  -0.6716  -1.4283  -4.8663
N  0.6002  2.5012  -0.4102
C  0.4779  3.9410  -0.7982
C  1.8812  4.7696  -0.9757
O  2.1560  5.2330  -2.3468
C  1.7386  6.1592  -0.0553
N  0.6570  7.0940  -0.5466
C  0.3969  2.2114  1.0509
C  -1.2659  2.2178  1.2300
P  -2.1482  1.1348  -0.1168
O  -3.6308  0.6968  0.3377
O  -2.2065  2.0987  -1.6067
O  -1.2891  -0.3271  -0.5115
O  1.0405  3.3564  1.7779
C  0.5540  3.4717  3.1521
N  0.1369  3.5848  4.3897
H  0.3175  -4.2263  3.4691
H  -0.8452  -3.3668  2.2402
H  -0.8573  -2.8224  4.1315
H  1.5363  -2.3983  1.9434
H  1.5911  -1.8849  3.8280
H  -1.3546  0.8452  4.3946
H  -0.3315  -0.6022  5.1177
H  0.5875  0.9969  4.7091
H  1.9555  1.1864  2.4179
H  2.7146  -0.7045  1.0980
H  1.2451  -0.7979  -0.0797
H  5.2920  0.9322  -1.6594
H  6.1845  1.9676  -0.3553
H  5.7217  0.0751  -0.0359
H  4.4836  3.2845  0.8190
H  1.1019  2.4278  -3.0480
H  2.9634  -0.0273  -2.9486
H  3.8682  1.6015  -3.2341
H  3.2013  1.2907  -5.5646
H  1.3869  1.6673  -5.1194
H  1.9329  -1.3394  -4.3511
H  2.4696  -0.9831  -6.1235
H  -0.2654  0.4340  -5.8292
H  0.1728  -1.1153  -6.8156
H  -0.1770  -2.0182  -4.2251
H  -0.2317  4.5985  -0.1196
H  -0.0398  3.9559  -1.8753
H  2.8369  4.2315  -0.5696
H  2.8814  4.6023  -2.6932
H  2.7534  6.7872  -0.0556
H  1.5617  5.8850  1.0928
H  0.3514  7.7553  0.2297
H  1.1338  7.6747  -1.3004
H  -1.6283  1.9962  2.3136
H  -1.6165  3.3335  0.9882
H  -1.5810  1.6776  -2.2756
H  -0.7122  -0.1852  -1.3193
C  2.6270  -4.6832  5.7916
Cl  0.8850  -4.9850  6.0120
Cl  2.9203  -2.9275  5.7126
Cl  3.5280  -5.3747  7.1644
Cl  3.1749  -5.4455  4.2772
C  -2.5589  3.0542  -6.7493
Cl  -1.2269  2.9536  -5.5704
Cl  -4.0518  2.4169  -6.0145
Cl  -2.8079  4.7544  -7.2206
Cl  -2.1493  2.0919  -8.1919
C  -6.1754  6.3859  -9.1661
Cl  -6.6759  7.9146  -8.4000
Cl  -5.6192  5.2478  -7.9131
Cl  -7.5582  5.6785  -10.0392
Cl  -4.8483  6.7024  -10.3121
C  1.2485  -5.1721  -4.9821
Cl  2.8782  -4.9553  -5.6688
Cl  1.0796  -4.1631  -3.5233
Cl  0.0275  -4.6857  -6.1852
Cl  1.0086  -6.8842  -4.5511
C  6.0066  -7.3020  -5.6233
Cl  4.2646  -7.6038  -5.4028
Cl  6.2999  -5.5463  -5.7022
Cl  6.9077  -7.9935  -4.2504
Cl  6.5545  -8.0644  -7.1377
C  6.9856  -4.7974  -9.6380
Cl  8.3177  -4.8980  -8.4591
Cl  5.4927  -5.4347  -8.9032
Cl  6.7366  -3.0972  -10.1093
Cl  7.3952  -5.7597  -11.0806
C  11.8840  -6.5494  -6.8689
Cl  11.7581  -8.2389  -7.4205
Cl  12.8041  -6.4894  -5.3443
Cl  12.7229  -5.5812  -8.1073
Cl  10.2510  -5.8880  -6.6035
C  -11.1969  7.1516  -8.8783
Cl  -11.0821  5.6947  -9.8974
Cl  -12.1615  8.3908  -9.7200
Cl  -11.9819  6.7358  -7.3337
Cl  -9.5619  7.7854  -8.5619
C  0.7012  -0.9095  9.0028
Cl  0.8160  -2.3665  7.9838
Cl  -0.2634  0.3297  8.1611
Cl  -0.0838  -1.3254  10.5474
Cl  2.3362  -0.2758  9.3193
C  -3.3889  -4.1872  10.3100
Cl  -3.2329  -4.0031  12.0752
Cl  -4.8951  -3.4086  9.7623
Cl  -1.9967  -3.4177  9.5072
Cl  -3.4309  -5.9195  9.8949
C  -2.8485  -6.2027  -2.8839
Cl  -4.1167  -5.1229  -3.5164
Cl  -3.2718  -6.7108  -1.2294
Cl  -2.7149  -7.6388  -3.9302
Cl  -1.2905  -5.3386  -2.8595
C  -5.1746  -9.7439  9.9722
Cl  -3.5801  -10.3399  9.4460
Cl  -5.8752  -8.7161  8.6965
Cl  -6.2541  -11.1278  10.2796
Cl  -4.9892  -8.7919  11.4669
C  0.9132  0.2002  14.3294
Cl  1.6729  0.4001  12.7303
Cl  1.9954  0.8501  15.5867
Cl  -0.6354  1.0808  14.3656
Cl  0.6195  -1.5305  14.6352
C  -2.1191  9.7056  1.0322
Cl  -0.9210  8.7726  1.9642
Cl  -1.2754  10.8386  -0.0537
Cl  -3.1193  8.5911  0.0667
Cl  -3.1608  10.6202  2.1516
C  -13.5822  8.6311  -3.9122
Cl  -13.4481  6.9347  -3.3842
Cl  -14.7060  8.7371  -5.2907
Cl  -14.1968  9.6250  -2.5671
Cl  -11.9777  9.2277  -4.4067
C  0.8920  -5.4468  13.9190
Cl  1.0480  -5.2628  15.6843
Cl  -0.6142  -4.6682  13.3714
Cl  2.2842  -4.6773  13.1163
Cl  0.8500  -7.1791  13.5039

Forces on atoms 1 to 2 (eV/Å):
0.49 0.74 -0.99
0.76 -0.41 1.25

The lowest unoccupied orbital energy is -4.292 eV. As for the charge: +1. The HOMO energy comes out at -10.52 eV.

These are the Mulliken partial charges, in e, on atoms 1 to 5: number 1, C, carries -0.79; number 2, C, carries 0.09; number 3, P, carries -0.15; number 4, C, carries -0.70; number 5, C, carries 0.25

=====

Molecular formula: C5H11N2O
Method: DFT, ωB97M-V with the def2-TZVPD basis set

Element x y z (Å)
C  1.0241  1.4213  -0.4760
O  0.0115  2.0510  -1.1755
C  0.8249  -0.1823  -0.5674
C  0.3805  -0.6318  0.8182
C  -1.1669  -0.6429  0.8723
C  -1.7034  -1.6194  1.6269
N  -1.8239  0.2804  0.1337
N  2.0889  -0.8986  -0.9583
H  0.9724  1.4973  0.6247
H  1.9976  1.7085  -0.9021
H  -0.0252  -0.1922  -1.3636
H  0.8006  -1.5309  1.1833
H  0.8450  0.0152  1.5923
H  -2.6887  -2.0971  1.6509
H  -1.1609  -2.1393  2.4458
H  -0.8858  1.6481  -0.9109
H  -2.8152  0.1192  0.1601
H  2.7860  -0.1680  -0.9913
H  1.9203  -1.0557  -1.9415

Forces on atoms 1 to 2 (eV/Å):
-0.54 -2.47 0.32
-1.15 0.82 -0.27

The lowest unoccupied orbital energy is 4.095 eV. The value obtained for the relative energy (zero: lowest compared OMol25 entry of this formula, charge and spin) is 1.029 eV. As for the charge: -1. The HOMO energy comes out at -2.02 eV.

These are the natural (NBO) partial charges, in e, on atoms 1 to 5: number 1, C, carries -0.06; number 2, O, carries -0.80; number 3, C, carries -0.09; number 4, C, carries -0.46; number 5, C, carries 0.22

=====

Record-wise E values, in eV: -877271.8727 -10389.5095